[1]
The following is a DFT calculation (ωB97M-V/def2-TZVPD) of a 16-piece molecular cluster, C48H112N16O16 overall.

Structure (XYZ):
```
192
C48H112N16O16 | the Open Molecules 2025 dataset | ωB97M-V/def2-TZVPD
C -2.98898 1.91018 3.98562
O -3.08149 2.45340 2.89430
N -2.93890 0.60312 4.33281
C -2.98192 0.17681 5.70637
C -3.15327 -0.44443 3.35059
H -2.83834 2.45251 4.94456
H -2.13619 -0.48045 5.93781
H -3.94440 -0.30905 5.92052
H -2.90789 1.09014 6.34571
H -4.15282 -0.82859 3.24486
H -2.82339 -0.11986 2.38956
H -2.39326 -1.32084 3.59532
C -4.08332 3.05755 -2.21249
O -3.71617 2.10600 -2.85306
N -4.39221 2.95417 -0.87885
C -5.20907 3.92405 -0.22564
C -4.16495 1.66903 -0.22487
H -4.20373 4.09734 -2.54573
H -5.55680 4.59529 -1.06976
H -4.59625 4.52882 0.46060
H -6.08873 3.47975 0.23624
H -4.74500 0.84545 -0.65406
H -3.15737 1.33846 -0.26381
H -4.40597 1.83708 0.80431
C 0.47701 1.24542 5.69453
O 0.03926 2.40206 5.72362
N 0.70557 0.39570 6.69832
C 1.21709 -0.91182 6.53730
C -0.15087 0.68612 7.90296
H 0.83714 0.74151 4.73417
H 0.46118 -1.67621 6.74679
H 2.05463 -1.02542 7.24638
H 1.50673 -0.91109 5.42379
H -0.83118 1.47693 7.57724
H -0.66840 -0.26847 8.13463
H 0.54779 1.06233 8.62352
C 3.72438 4.68485 -0.18397
O 3.89281 4.58475 1.03392
N 4.32430 5.58907 -1.02193
C 4.18180 5.50320 -2.46669
C 5.16367 6.64443 -0.41513
H 3.07828 4.00507 -0.74496
H 3.64815 4.53861 -2.68475
H 5.14369 5.49806 -2.92058
H 3.48803 6.30249 -2.80133
H 5.22300 6.56284 0.64603
H 6.12552 6.65063 -0.83544
H 4.77881 7.66273 -0.55369
C -3.10164 -0.84698 -2.52075
O -2.92839 -1.59143 -1.59057
N -2.73313 -1.17812 -3.78720
C -1.98517 -2.37947 -4.03874
C -3.04988 -0.41991 -4.95874
H -3.67981 0.11531 -2.39900
H -2.59963 -3.20507 -4.35952
H -1.35187 -2.54463 -3.14003
H -1.30462 -2.18075 -4.90096
H -3.48960 0.57275 -4.78409
H -2.18331 -0.36280 -5.57417
H -3.72387 -0.89352 -5.62681
C 3.94295 1.34571 4.76722
O 4.38757 0.50998 5.55770
N 3.32159 2.47405 5.14050
C 2.79740 3.43593 4.21851
C 3.34520 2.79988 6.55940
H 4.00305 1.27277 3.66921
H 1.84442 3.76888 4.66343
H 2.77135 2.93799 3.24221
H 3.47955 4.37077 4.18084
H 2.36251 3.20870 6.78364
H 3.57523 1.86246 7.08406
H 4.07965 3.56931 6.80829
C 4.15925 0.57235 -1.59100
O 4.96748 0.39581 -2.45117
N 4.31320 1.33513 -0.46838
C 3.37359 1.28787 0.62424
C 5.61236 1.98070 -0.32978
H 3.09753 0.15352 -1.61060
H 2.96319 2.25186 0.85753
H 3.73692 0.77737 1.57827
H 2.51583 0.67400 0.28270
H 5.51900 2.93096 0.20791
H 6.40454 1.35430 0.06991
H 5.92635 2.23691 -1.33241
C 3.73874 -3.85112 -1.26085
O 2.66853 -4.32418 -0.80815
N 3.94159 -3.47221 -2.53408
C 5.24685 -2.89168 -2.97175
C 2.92050 -3.63204 -3.51465
H 4.59831 -3.57157 -0.60243
H 5.09671 -1.77449 -3.09472
H 5.49155 -3.31615 -3.94249
H 6.02739 -3.26707 -2.30364
H 3.34647 -3.37796 -4.48678
H 2.64266 -4.68588 -3.57280
H 2.02992 -3.08086 -3.31712
C 0.16151 5.66704 -4.71322
O 1.31607 5.35859 -4.55916
N -0.52433 6.52993 -3.97100
C -1.89447 6.80537 -4.12867
C 0.08722 7.23179 -2.82112
H -0.42828 5.29668 -5.51773
H -2.35673 6.51917 -3.21166
H -2.26009 6.26269 -5.05042
H -2.20775 7.83979 -4.47635
H 0.92038 6.75816 -2.40420
H 0.39893 8.16769 -3.20787
H -0.73632 7.37499 -2.16103
C -5.22244 -3.99937 -2.93978
O -5.03767 -4.18938 -4.12766
N -6.19700 -4.58404 -2.16047
C -7.19596 -5.53002 -2.68462
C -6.38261 -4.27836 -0.75559
H -4.53917 -3.41275 -2.29933
H -8.21789 -5.10017 -2.61439
H -7.27435 -6.44705 -2.08364
H -6.88080 -5.83948 -3.71513
H -5.50053 -3.73960 -0.37470
H -7.26575 -3.68467 -0.64353
H -6.52510 -5.18745 -0.15825
C -4.80632 -8.20447 -0.47635
O -4.43627 -7.07705 -0.30538
N -4.85668 -8.77477 -1.68269
C -4.21169 -8.03478 -2.78598
C -5.19531 -10.14902 -2.00526
H -5.20016 -8.86040 0.37119
H -3.74633 -7.14780 -2.27037
H -4.86355 -7.75978 -3.62552
H -3.41807 -8.64753 -3.32520
H -4.37232 -10.62652 -2.46076
H -5.58244 -10.66540 -1.12251
H -5.99497 -10.18848 -2.72798
C 4.74947 -1.79643 1.83611
O 4.57145 -1.46501 0.65848
N 5.76285 -1.42206 2.66489
C 5.73349 -1.95918 4.04502
C 6.90483 -0.72034 2.16575
H 3.90624 -2.33157 2.28164
H 6.37350 -2.79431 4.12636
H 4.70278 -2.25809 4.28861
H 6.05520 -1.27508 4.82231
H 7.74524 -1.38983 2.13647
H 6.70859 -0.46063 1.10177
H 7.15716 0.21135 2.78142
C 1.64812 2.46812 -3.29224
O 1.76295 2.33697 -2.12675
N 0.86264 1.71269 -4.08347
C 0.54940 2.18417 -5.40510
C 0.03481 0.67091 -3.51059
H 2.25064 3.18716 -3.81747
H 1.39890 2.68432 -5.83952
H -0.39902 2.81648 -5.42345
H 0.28254 1.32929 -6.02561
H 0.13632 -0.25674 -4.02244
H 0.50677 0.36379 -2.53837
H -0.98170 1.06224 -3.41263
C -2.33760 5.42110 0.07516
O -2.61964 5.98791 -0.91470
N -1.49229 4.39343 0.17003
C -0.68257 4.05949 -1.02366
C -0.72500 4.08984 1.46109
H -2.72531 5.72978 1.14959
H 0.17585 4.70738 -1.08536
H -1.33230 4.22042 -1.91142
H -0.40691 3.05790 -0.95336
H -1.36373 4.46471 2.29963
H -0.57618 3.00467 1.59317
H 0.28996 4.50607 1.55068
C -0.80928 -4.22487 2.27627
O -1.82010 -3.54335 2.51145
N -0.46468 -4.85994 1.13515
C 0.53032 -5.92652 1.10552
C -1.25833 -4.71873 -0.11272
H -0.04683 -4.32347 3.01058
H 1.49319 -5.69801 1.61969
H 0.77117 -6.06958 0.09232
H 0.24490 -6.95351 1.42442
H -2.17551 -5.31648 -0.09768
H -1.62988 -3.67110 -0.07804
H -0.59392 -4.99464 -0.91838
C 1.28240 -1.82056 1.62726
O 1.43475 -1.26504 2.68050
N 0.41590 -1.55621 0.64390
C 0.53738 -2.04055 -0.70191
C -0.33400 -0.33693 0.77623
H 1.83144 -2.74017 1.34423
H 0.91006 -3.06004 -0.70193
H 1.20740 -1.40152 -1.25590
H -0.43623 -2.01479 -1.21462
H 0.18236 0.58924 0.54592
H -1.19671 -0.46515 0.12115
H -0.68209 -0.21956 1.80301
```

As for the orbital gap: 9.22 eV. The value obtained for the max |F| is 5.23 eV/Å. As for the spin multiplicity: 1. The total energy is -3976.0056 hartree. The calculation puts the HOMO energy at -8.5 eV. The energy above the lowest of the compared OMol25 structures with the same formula, charge and spin comes out at 234.3 kcal per mole.

[2]
The following is a DFT calculation (ωB97M-V/def2-TZVPD) of a 9-piece molecular cluster, C48H114N6O3 overall.

Structure (XYZ):
```
171
C48H114N6O3 | the Open Molecules 2025 dataset | ωB97M-V/def2-TZVPD
C -1.91731 2.88008 12.86762
C -3.42979 2.87850 12.45240
N -3.97972 1.53407 12.38901
C -3.37938 0.66093 11.34318
C -3.58166 1.25573 9.87396
C -4.30747 0.81418 13.61257
C -5.47245 1.61064 14.39982
H -1.51671 3.88585 12.99436
H -1.32908 2.52981 12.01945
H -1.58328 2.36388 13.76765
H -4.08674 3.36076 13.17624
H -3.65087 3.36758 11.50371
H -2.31683 0.54745 11.55812
H -3.80417 -0.34173 11.39127
H -4.35803 2.02075 9.86481
H -2.67977 1.75832 9.52453
H -3.82838 0.47325 9.15635
H -3.38562 0.62279 14.16181
H -4.75876 -0.15605 13.40494
H -5.75784 1.04971 15.28977
H -6.22865 1.96804 13.70087
H -5.11190 2.54783 14.82382
C -10.82661 -0.00751 -4.35516
C -10.03730 -0.87568 -3.27971
N -8.64752 -1.20391 -3.53876
C -8.49313 -1.92301 -4.79013
C -9.47365 -3.15175 -5.08938
C -8.07189 -1.96222 -2.41725
C -7.81246 -1.12973 -1.20436
H -10.24899 0.70115 -4.94868
H -11.63322 0.45446 -3.78590
H -11.20135 -0.55185 -5.22197
H -10.02468 -0.41919 -2.28998
H -10.54699 -1.77559 -2.93550
H -8.61587 -1.16884 -5.56747
H -7.41952 -2.04680 -4.93203
H -9.14225 -3.97973 -4.46270
H -10.53222 -2.96871 -4.90490
H -9.49038 -3.45007 -6.13762
H -7.12746 -2.44369 -2.67090
H -8.63622 -2.85864 -2.16024
H -7.47896 -1.76794 -0.38608
H -8.76067 -0.89385 -0.72128
H -7.26627 -0.22308 -1.46467
C 3.29042 8.74425 3.06328
C 2.63515 7.34547 3.30240
N 1.40868 7.31111 4.13913
C 1.42575 7.65595 5.56676
C 2.29058 6.65741 6.35982
C 0.18206 7.93616 3.51086
C 0.02236 7.80320 1.99826
H 3.98191 8.74288 2.22070
H 3.72938 9.10748 3.99252
H 2.50353 9.45887 2.82203
H 2.43912 6.89387 2.32991
H 3.29882 6.66972 3.84185
H 0.47386 7.63321 6.09732
H 1.81679 8.65494 5.75963
H 2.41821 6.99213 7.38928
H 3.26551 6.55462 5.88333
H 1.77829 5.70369 6.23299
H -0.72088 7.50264 3.94082
H -0.19076 8.90810 3.83403
H 0.03925 6.74266 1.74711
H -0.97940 8.15851 1.75669
H 0.73638 8.37100 1.40172
C 5.50714 -6.99752 -7.42668
C 4.65584 -6.60899 -6.17471
N 4.18611 -5.19930 -6.27352
C 3.42801 -4.91691 -7.50663
C 2.50977 -3.67865 -7.43127
C 5.30746 -4.22047 -5.93465
C 5.97880 -4.58142 -4.60597
H 6.18103 -6.25561 -7.85509
H 4.72936 -7.23735 -8.15169
H 6.12848 -7.89206 -7.38382
H 3.75955 -7.22847 -6.20653
H 5.17764 -6.88438 -5.25821
H 4.08672 -4.88325 -8.37442
H 2.67448 -5.69976 -7.59285
H 1.75186 -3.86574 -6.67057
H 3.09191 -2.77449 -7.25319
H 1.92346 -3.52621 -8.33742
H 4.85285 -3.23536 -6.03949
H 6.01106 -4.40108 -6.74732
H 6.54322 -3.78457 -4.12165
H 6.73058 -5.33131 -4.85213
H 5.25662 -4.97826 -3.89248
C 5.51439 2.82467 -9.54487
C 6.10428 4.14005 -8.99715
N 5.08710 5.05334 -8.38779
C 4.10824 5.68616 -9.27160
C 4.71175 6.40730 -10.47783
C 4.34887 4.58478 -7.16553
C 5.32058 3.94021 -6.17811
H 5.22293 2.09131 -8.79298
H 6.22158 2.31564 -10.19975
H 4.61635 3.01190 -10.13357
H 6.91271 3.76014 -8.37248
H 6.60759 4.75558 -9.74274
H 3.37278 4.90293 -9.45531
H 3.63322 6.39354 -8.59186
H 5.40151 7.22417 -10.26558
H 5.25847 5.74361 -11.14769
H 3.90432 6.65940 -11.16528
H 3.54764 3.89210 -7.42303
H 3.85196 5.41381 -6.66165
H 4.82340 3.43673 -5.34900
H 5.95962 4.73328 -5.78982
H 5.89177 3.08998 -6.55087
C 1.58329 -4.91925 6.60308
C 2.74532 -4.52010 7.54832
N 3.78477 -4.00457 6.65092
C 4.77122 -3.19859 7.43706
C 4.13064 -1.92436 8.06785
C 4.47190 -5.13433 5.99094
C 5.20073 -4.75370 4.74013
H 1.51832 -4.28349 5.72008
H 0.62764 -4.81466 7.11680
H 1.66391 -5.95158 6.26263
H 2.32981 -3.72837 8.17170
H 2.98111 -5.34308 8.22302
H 5.14935 -3.85221 8.22312
H 5.63070 -2.98830 6.80051
H 4.94932 -1.22888 8.25274
H 3.51308 -1.47686 7.28909
H 3.50663 -2.08315 8.94733
H 3.77287 -5.93038 5.73452
H 5.07505 -5.69020 6.70881
H 5.74531 -3.82929 4.93247
H 4.62092 -4.53473 3.84348
H 5.88491 -5.50774 4.35100
C -3.70414 5.80834 -7.38905
C -4.45507 4.49675 -7.17261
C -5.29149 4.84360 -6.00975
O -5.56917 6.23167 -6.13770
C -4.71700 6.85451 -7.11910
H -3.30445 5.83338 -8.40281
H -2.86156 5.87810 -6.70109
H -3.75311 3.67518 -7.02989
H -5.08632 4.21988 -8.01699
H -4.76136 4.62596 -5.08255
H -6.22793 4.28753 -5.96550
H -4.26304 7.76120 -6.71917
H -5.35215 7.06540 -7.97945
C 0.65638 -0.78156 0.05960
C 0.06491 -1.25287 -1.22274
C -0.20870 0.04390 -2.04550
O -0.85228 0.79246 -1.05837
C -0.10719 0.64930 0.15826
H 1.73685 -0.77319 -0.08399
H 0.44405 -1.42779 0.91130
H -0.92343 -1.70026 -1.11720
H 0.64902 -2.05386 -1.67589
H -0.67607 -0.11809 -3.01680
H 0.76125 0.45898 -2.31937
H -0.77838 0.70255 1.01545
H 0.65867 1.38382 0.40735
C 1.47576 -10.82153 -0.48565
C 0.55580 -9.60398 -0.35895
C -0.44350 -10.19381 0.64055
O 0.42844 -10.71883 1.58323
C 1.41691 -11.48213 0.90836
H 2.51565 -10.60891 -0.73371
H 1.11543 -11.48994 -1.26764
H 0.12732 -9.29374 -1.31198
H 1.07834 -8.78250 0.13119
H -1.14148 -10.88849 0.17328
H -1.07524 -9.44386 1.11659
H 1.02175 -12.49785 0.89217
H 2.40394 -11.39586 1.36271
```

As for the orbital gap: 8.39 eV. The value obtained for the max |F| is 2.86 eV/Å. As for the spin multiplicity: 1. The total energy is -2451.1612 hartree. The calculation puts the HOMO energy at -7.9 eV. The energy above the lowest of the compared OMol25 structures with the same formula, charge and spin comes out at 74.5 kcal per mole. Its structure (SMILES) is CCN(CC)CC.CCN(CC)CC.CCN(CC)CC.CCN(CC)CC.CCN(CC)CC.CCN(CC)CC.C1CCOC1.C1CCOC1.C1CCOC1.